Formula: C4H3NO6
Source: OMol25
Level of theory: the ωB97M-V functional and the def2-TZVPD basis

The value obtained for the frontier orbital gap is 0.279 hartree. The value obtained for the max |F| is 2.5 eV/A. The charge is -2. The highest occupied orbital energy is -0.978 eV. The SMILES is CN(C(=O)[O-])C(=O)OC(=O)[O-]. The spin multiplicity is 1.

Positions of all 14 atoms, in Å:
C: -2.027 -0.312 0.150
N: -0.720 0.207 -0.056
C: -0.729 1.700 -0.092
O: -1.434 2.297 0.782
O: -0.060 2.265 -0.986
C: 0.470 -0.556 -0.239
O: 0.357 -1.764 -0.419
O: 1.547 0.091 0.037
C: 2.981 -0.759 0.038
O: 3.145 -1.440 1.007
O: 3.624 -0.522 -0.949
H: -2.679 -0.390 -0.839
H: -1.966 -1.311 0.728
H: -2.509 0.494 0.836